Entry 1:
A molecular structure, C26H51AlBeClMgN2NaO11S. Source: the Open Molecules 2025 dataset; level of theory: ωB97M-V/def2-TZVPD.

Properties
E_tot = -93491.231 eV
Highest occupied orbital energy = -0.25029 hartree
Gap between HOMO and LUMO = 1.28 eV
Charge = 0
E_LUMO = -5.5 eV

Cartesian coordinates (Å):
1 C 2.26035 3.21971 -1.40834
2 O 2.96213 2.72432 -0.25002
3 C 2.62502 1.37333 0.16793
4 C 3.20506 0.29288 -0.71831
5 C 2.78076 -1.09481 -0.18930
6 C 1.79407 -1.74786 -1.15212
7 C 1.46344 -3.20439 -0.82426
8 C 0.39338 -3.37682 0.26379
9 C -1.03180 -3.15212 -0.22167
10 C -1.57892 -1.74510 0.06091
11 C -2.64297 -1.29523 -0.94166
12 Al -2.50951 0.57935 -1.83608
13 C -3.64740 0.60995 -3.47206
14 N -0.76810 0.86665 -2.37167
15 C -2.99978 2.03702 -0.51359
16 C -3.91236 1.72364 0.67968
17 C -5.16624 0.92095 0.31176
18 Cl -6.68607 1.83046 0.68878
19 H 2.29481 2.49005 -2.21304
20 H 1.22746 3.45093 -1.14844
21 H 2.75974 4.13337 -1.72402
22 H 1.54048 1.27710 0.26738
23 H 3.04644 1.26922 1.17275
24 H 2.79574 0.41485 -1.72568
25 H 4.28652 0.41373 -0.80262
26 H 3.66993 -1.70836 -0.04166
27 H 2.30471 -0.94598 0.78629
28 H 0.86410 -1.17316 -1.10963
29 H 2.19868 -1.68444 -2.16534
30 H 2.35081 -3.78212 -0.55437
31 H 1.06377 -3.65879 -1.73713
32 H 0.61823 -2.78178 1.15369
33 H 0.43937 -4.42394 0.57196
34 H -1.67231 -3.83061 0.35716
35 H -1.14699 -3.44903 -1.26912
36 H -2.06937 -1.78761 1.03820
37 H -0.80527 -0.97819 0.15406
38 H -2.70633 -2.06398 -1.74416
39 H -3.61661 -1.31684 -0.41817
40 H -4.36745 -0.20635 -3.59980
41 H -2.99848 0.60350 -4.35289
42 H -4.20307 1.55317 -3.50006
43 H -0.70644 1.39741 -3.23297
44 H -0.21818 1.36672 -1.68060
45 H -2.06366 2.43356 -0.10590
46 H -3.46355 2.83352 -1.10619
47 H -4.26910 2.66184 1.11784
48 H -3.37329 1.22621 1.48884
49 H -5.21368 0.66691 -0.74682
50 H -5.23861 0.01820 0.92382
51 Be 3.95491 3.66964 0.70437
52 O -0.32834 -6.03045 3.36558
53 S -1.48203 -6.18982 2.49483
54 O -2.36646 -4.95880 2.57124
55 O -2.31465 -7.30126 2.97646
56 O -1.07177 -6.37284 1.10917
57 N 8.82830 1.11370 2.13241
58 C 7.86340 0.47629 2.86321
59 C 6.65514 0.72510 2.27076
60 C 6.90657 1.54411 1.13552
61 C 8.25655 1.76654 1.07662
62 H 9.80926 1.10516 2.34204
63 H 8.11520 -0.09674 3.73865
64 H 5.70072 0.36168 2.61491
65 H 6.17712 1.92539 0.43870
66 H 8.85188 2.32991 0.37921
67 Mg -4.74934 -2.73323 -0.70725
68 O -4.21733 -4.72016 4.66598
69 H -3.91665 -4.76313 3.73795
70 Na -9.27351 1.31234 0.86800
71 C 1.03504 4.58163 3.83646
72 C 1.92192 3.59207 3.84681
73 C 2.46106 3.04509 5.11815
74 O 3.26839 2.14240 5.11702
75 C 1.96901 3.64790 6.38329
76 C 1.08098 4.63800 6.37564
77 C 0.54186 5.18363 5.10280
78 O -0.26912 6.08299 5.09499
79 H 0.63051 4.99809 2.92222
80 H 2.29953 3.13615 2.93902
81 H 2.37528 3.23244 7.29660
82 H 0.70637 5.09408 7.28307
83 C -1.10261 -2.00832 -4.38070
84 C -2.41348 -2.69033 -4.71666
85 O -2.30420 -4.11236 -4.66731
86 H -0.32021 -2.33361 -5.06726
87 H -1.19730 -0.92725 -4.44047
88 H -0.77422 -2.27237 -3.36985
89 H -2.73563 -2.44114 -5.72486
90 H -3.19971 -2.35768 -4.02311
91 H -2.01930 -4.36937 -3.78490
92 O -9.90446 3.60266 -1.07827
93 H -10.12602 4.46795 -1.43182
94 O -1.43344 -0.71388 -7.11199
95 H -0.92936 0.07673 -7.32735
96 H -0.82931 -1.43996 -7.29700

Results of the Löwdin charge analysis, in e, for atoms 1 through 4: -0.0391 -0.4140 -0.1943 -0.1654

***

Entry 2:
A molecular structure, C26H51As2CuN2O2SbSi3. Source: the Open Molecules 2025 dataset; level of theory: ωB97M-V/def2-TZVPD.

Properties
E_tot = -231341.476 eV
Highest occupied orbital energy (spin up / spin down) = -0.49519 / -0.49608 hartree
Gap between HOMO and LUMO (spin up / spin down) = 8.63 / 5.68 eV
Charge = +2
E_LUMO (spin up / spin down) = -4.8 / -7.8 eV
Multiplicity = 2

Cartesian coordinates (Å):
1 Cu -0.01340 -0.54420 0.11200
2 C 3.34430 -1.87570 0.05780
3 As 2.27580 -0.27320 0.28340
4 C 3.21730 0.95790 -0.89940
5 C 2.76530 0.26630 2.08700
6 C 4.03980 0.77850 2.31940
7 C 4.42470 1.18500 3.58600
8 C 3.53300 1.08110 4.64030
9 C 2.27120 0.55650 4.41490
10 C 1.86920 0.13650 3.15210
11 As 0.09310 -0.64770 2.87880
12 C -0.25620 -1.51890 4.60720
13 C -0.92010 1.00970 3.24560
14 H 4.38940 -1.67110 0.31070
15 H 3.28120 -2.19240 -0.98530
16 H 2.96820 -2.67650 0.69460
17 H 4.28790 1.01490 -0.69940
18 H 2.77690 1.95340 -0.82780
19 H 3.08020 0.58680 -1.91770
20 H 4.75680 0.83160 1.50600
21 H 5.41250 1.58400 3.75700
22 H 3.82940 1.38620 5.63260
23 H 1.58280 0.46810 5.24820
24 H -0.28570 -0.80120 5.42480
25 H 0.49440 -2.28180 4.81780
26 H -1.22770 -2.01780 4.55660
27 H -0.66080 1.37020 4.24030
28 H -1.99650 0.83640 3.21540
29 H -0.66760 1.77020 2.50500
30 C -3.13250 3.84270 -1.70690
31 Si -2.50180 4.51460 -0.03990
32 C -2.56810 6.40920 0.06090
33 C -3.32520 3.64050 1.43780
34 Sb 0.06460 3.71180 0.07630
35 Si 1.47910 4.91490 2.06470
36 C 1.02400 6.75400 1.90910
37 C 3.30110 4.50050 1.71390
38 C 0.89170 4.11170 3.68590
39 Si 1.04170 4.33760 -2.36600
40 C 0.33360 6.05600 -2.76970
41 C 2.94710 4.37380 -2.28080
42 C 0.35300 2.92330 -3.44700
43 H -4.18590 4.07090 -1.83360
44 H -3.01970 2.76420 -1.76750
45 H -2.60550 4.28660 -2.54590
46 H -3.59820 6.74020 -0.03180
47 H -2.00460 6.88460 -0.73520
48 H -2.19190 6.78530 1.00660
49 H -4.35020 3.97670 1.55350
50 H -2.80880 3.85060 2.36990
51 H -3.34810 2.56260 1.29950
52 H 1.03980 7.09530 0.87910
53 H 1.72250 7.37280 2.46540
54 H 0.03560 6.94210 2.31390
55 H 3.67640 5.01600 0.83630
56 H 3.44850 3.43220 1.57170
57 H 3.93030 4.80420 2.54490
58 H -0.19100 4.06210 3.74010
59 H 1.23010 4.67530 4.55100
60 H 1.28520 3.10340 3.78100
61 H 0.59660 6.78480 -2.00730
62 H -0.74870 6.04070 -2.86330
63 H 0.73360 6.41930 -3.71310
64 H 3.30340 4.51730 -1.26540
65 H 3.34220 5.18750 -2.88160
66 H 3.38740 3.45840 -2.66410
67 H -0.73160 2.94980 -3.48800
68 H 0.65330 1.95560 -3.05060
69 H 0.71440 2.99040 -4.46890
70 O -4.01050 -0.95780 5.51150
71 C -4.95110 -1.34900 4.55050
72 N -4.26970 -1.21460 3.28360
73 C -4.92070 -1.12430 2.10810
74 O -6.12280 -1.18900 2.00410
75 C -4.05520 -0.86900 0.90010
76 C -4.69030 -0.41980 -0.25860
77 C -3.92530 -0.11830 -1.37190
78 C -2.54780 -0.23540 -1.28740
79 N -1.93910 -0.68800 -0.18960
80 C -2.68130 -1.04070 0.86240
81 H -4.39050 -1.05930 6.39050
82 H -5.84270 -0.70230 4.54440
83 H -5.27280 -2.39320 4.69690
84 H -3.26910 -1.13330 3.37940
85 H -5.76630 -0.32810 -0.25130
86 H -4.38610 0.20190 -2.29240
87 H -1.91210 0.02290 -2.12420
88 H -2.13430 -1.48870 1.69050

Results of the Löwdin charge analysis, in e, for atoms 1 through 4: 0.1235 -0.2581 1.0946 -0.2795